Entry 1:
ORCA calculation (ωB97M-V/def2-TZVPD) on C4H6LiO2Tl as an isolated structure.

Atoms and positions in Å:
O (-0.28, 1.56, 1.81)
C (-0.49, 0.82, 0.79)
C (0.13, -0.41, 0.58)
Tl (-1.36, 3.28, 2.07)
Li (1.08, 1.15, 3.11)
H (-1.17, 1.21, 0.02)
H (0.36, -1.04, 1.44)
C (0.10, -1.07, -0.67)
C (0.61, -0.16, -1.69)
O (-0.13, -2.35, -0.82)
H (-0.41, -0.41, -2.26)
H (1.33, 0.58, -1.32)
H (1.23, -0.52, -2.52)
H (-1.01, -2.65, -0.54)

Output
Charge ... +3
Multiplicity ... 2
Orbital gap (alpha / beta) ... 8.4527 / 5.5681 eV

Entry 2:
ORCA calculation (ωB97M-V/def2-TZVPD) on C3HO2Pb as an isolated structure.

Atoms and positions in Å:
C (-0.13, -0.99, 0.04)
H (-0.02, -2.06, -0.11)
C (0.64, 0.11, 0.17)
O (-1.41, -0.41, -0.02)
C (-0.68, 0.82, 0.09)
Pb (2.73, 0.63, -0.07)
O (-1.13, 1.90, -0.10)

Output
Charge ... +1
Energy relative to the best compared isomer or geometry (same formula, charge and spin) ... 30.4 kcal/mol
Orbital gap ... 7.6589 eV

Entry 3:
ORCA calculation (ωB97M-V/def2-TZVPD) on one molecule with the formula C5H10O2.

Atoms and positions in Å:
C (2.45, -0.12, 0.14)
O (1.47, -1.11, -0.06)
C (0.21, -0.82, 0.50)
C (-0.68, 0.10, -0.41)
C (-2.11, -0.38, -0.70)
C (-0.69, 1.43, 0.31)
O (-1.61, 1.82, 0.99)
H (2.13, 0.88, -0.21)
H (3.32, -0.41, -0.47)
H (2.76, -0.04, 1.20)
H (0.34, -0.35, 1.49)
H (-0.29, -1.78, 0.67)
H (-0.12, 0.20, -1.35)
H (-2.77, 0.49, -0.79)
H (-2.16, -0.93, -1.64)
H (-2.53, -1.00, 0.10)
H (0.25, 2.01, 0.24)

Output
Energy relative to the best compared isomer or geometry (same formula, charge and spin) ... 48.0 kcal/mol
SMILES ... COC[C@@H](C)C=O
Orbital gap ... 10.7428 eV

Entry 4:
ORCA calculation (ωB97M-V/def2-TZVPD) on C19H19FeO3 as an isolated structure.

Atoms and positions in Å:
C (1.70, 3.19, 0.50)
C (1.15, 2.39, 1.62)
C (2.02, 1.33, 2.18)
C (-0.09, 2.72, 2.20)
C (-0.71, 1.93, 3.22)
C (-1.94, 2.28, 3.77)
C (-2.61, 3.43, 3.34)
C (-2.03, 4.24, 2.35)
C (-0.81, 3.90, 1.80)
H (0.95, 3.45, -0.25)
H (2.14, 4.14, 0.85)
H (2.50, 2.65, -0.01)
H (1.49, 0.52, 2.67)
H (2.61, 0.89, 1.37)
H (2.74, 1.73, 2.90)
H (-0.20, 1.04, 3.58)
H (-2.37, 1.64, 4.54)
H (-3.58, 3.69, 3.76)
H (-2.53, 5.15, 2.01)
H (-0.36, 4.56, 1.05)
O (1.72, -5.00, -4.32)
C (0.86, -5.03, -3.52)
Fe (-0.32, -4.49, -2.37)
C (-1.87, -5.08, -3.00)
O (-2.95, -5.26, -3.38)
C (-0.03, -5.81, -1.23)
O (0.30, -6.54, -0.40)
C (0.21, -1.06, -3.25)
C (0.75, -0.06, -2.27)
C (-0.20, 0.22, -1.16)
C (-0.58, -0.77, -0.30)
C (-0.03, -2.08, -0.30)
C (0.42, -2.75, -1.48)
C (-0.01, -2.33, -2.82)
H (0.10, -0.72, -4.28)
H (1.64, -0.51, -1.80)
H (1.06, 0.85, -2.79)
H (-0.53, 1.26, -1.04)
H (-1.35, -0.57, 0.45)
H (-0.01, -2.64, 0.64)
H (1.30, -3.43, -1.34)
H (-0.54, -3.09, -3.47)

Output
Charge ... -1
Energy relative to the best compared isomer or geometry (same formula, charge and spin) ... 0.0 kcal/mol
Multiplicity ... 5
Orbital gap (alpha / beta) ... 4.0893 / 5.9224 eV

Entry 5:
ORCA calculation (ωB97M-V/def2-TZVPD) on one molecule with the formula C11H22N4O4.

Atoms and positions in Å:
N (5.17, -0.80, -0.20)
C (3.97, -0.57, -1.09)
C (3.17, 0.46, -0.39)
C (2.87, -0.06, 1.00)
C (2.03, -1.31, 1.28)
C (0.70, -1.41, 0.40)
N (0.79, -1.21, -0.98)
C (-0.50, -0.64, 0.92)
O (-0.40, 0.07, 1.89)
N (-1.65, -0.97, 0.13)
C (-2.73, -0.17, 0.39)
C (-2.56, 1.08, -0.32)
C (-1.47, 2.22, 0.00)
C (0.06, 1.98, -0.37)
N (0.93, 2.80, 0.12)
O (0.42, 1.05, -1.17)
C (-3.88, -0.83, -0.27)
O (-3.62, -1.50, -1.36)
O (-5.04, -0.50, 0.33)
H (5.98, -1.31, -0.76)
H (5.62, 0.16, -0.18)
H (3.39, -1.56, -1.22)
H (4.09, -0.31, -2.27)
H (2.09, 0.65, -0.79)
H (3.71, 1.50, -0.20)
H (2.29, 0.80, 1.43)
H (3.86, -0.28, 1.64)
H (1.81, -1.38, 2.43)
H (2.78, -2.12, 1.20)
H (0.37, -2.50, 0.71)
H (1.06, -0.31, -1.27)
H (1.30, -2.03, -1.38)
H (-1.15, -0.96, -0.99)
H (-2.62, 0.00, 1.62)
H (-2.19, 0.77, -1.34)
H (-3.55, 1.60, -0.35)
H (-1.45, 2.50, 1.16)
H (-1.74, 3.32, -0.32)
H (1.94, 2.62, -0.02)
H (0.52, 3.50, 0.83)
H (-5.70, -0.95, -0.17)

Output
Energy relative to the best compared isomer or geometry (same formula, charge and spin) ... 156.3 kcal/mol
SMILES ... NCCCC[C@H](N)C(=O)N[C@@H](CCC(N)=O)C(=O)O
Orbital gap ... 8.9714 eV

Entry 6:
ORCA calculation (ωB97M-V/def2-TZVPD) on C49H105BCsN3O17 as an isolated structure.

Atoms and positions in Å:
Cs (-0.45, -0.60, -0.81)
O (0.93, 0.69, -5.78)
C (1.43, -0.36, -6.15)
O (1.74, -0.80, -7.40)
B (2.24, -2.21, -7.37)
O (2.44, -2.49, -5.97)
C (1.90, -1.46, -5.17)
O (1.95, -1.36, -3.98)
O (3.46, -2.44, -8.17)
C (3.31, -3.43, -8.93)
O (4.14, -3.70, -9.78)
C (1.92, -4.04, -8.71)
O (1.28, -3.19, -7.90)
O (1.41, -4.90, -9.32)
C (-4.71, 2.42, 0.08)
C (-4.47, 1.15, 0.92)
C (-5.52, 0.06, 0.77)
O (-3.27, 0.61, 0.45)
H (-4.83, 2.17, -0.98)
H (-3.97, 3.21, 0.11)
H (-5.66, 2.89, 0.35)
H (-4.29, 1.39, 1.97)
H (-5.38, -0.90, 1.27)
H (-5.75, -0.14, -0.28)
H (-6.47, 0.50, 1.06)
H (-3.33, -0.25, 0.86)
C (-2.16, -6.02, -2.66)
C (-0.79, -5.51, -2.06)
C (0.06, -6.61, -1.46)
O (-0.11, -4.78, -3.08)
H (-2.61, -5.12, -3.10)
H (-2.73, -6.56, -1.90)
H (-2.06, -6.67, -3.53)
H (-0.92, -4.76, -1.28)
H (1.09, -6.31, -1.23)
H (0.11, -7.45, -2.15)
H (-0.32, -6.88, -0.47)
H (0.42, -5.44, -3.53)
C (4.62, 1.97, 2.51)
C (3.41, 1.19, 1.94)
C (3.84, -0.01, 1.16)
O (2.52, 0.65, 2.95)
H (4.31, 2.87, 3.05)
H (5.33, 2.28, 1.74)
H (5.25, 1.39, 3.19)
H (2.82, 1.91, 1.37)
H (4.34, 0.23, 0.23)
H (2.96, -0.63, 0.95)
H (4.56, -0.61, 1.72)
H (3.03, 0.60, 3.76)
C (-2.74, -0.61, -4.32)
C (-2.27, -2.04, -4.36)
C (-1.55, -2.41, -5.72)
O (-1.35, -2.16, -3.31)
H (-3.31, -0.39, -3.42)
H (-3.27, -0.39, -5.24)
H (-1.90, 0.08, -4.38)
H (-3.14, -2.69, -4.30)
H (-1.09, -3.39, -5.63)
H (-0.78, -1.68, -5.99)
H (-2.22, -2.47, -6.57)
H (-0.98, -3.04, -3.36)
C (3.40, -3.94, -2.48)
C (3.17, -3.50, -1.04)
C (4.40, -2.95, -0.35)
O (2.24, -2.50, -1.23)
H (2.55, -4.18, -3.13)
H (3.89, -4.92, -2.44)
H (4.05, -3.25, -3.02)
H (2.74, -4.30, -0.42)
H (4.74, -2.04, -0.86)
H (5.23, -3.66, -0.34)
H (4.09, -2.71, 0.66)
H (2.30, -2.40, -2.18)
C (-3.97, -2.82, -0.53)
C (-3.37, -3.12, 0.85)
C (-3.07, -4.60, 0.85)
O (-2.30, -2.30, 1.03)
H (-4.36, -1.80, -0.58)
H (-4.73, -3.51, -0.87)
H (-3.24, -2.84, -1.34)
H (-4.15, -2.93, 1.59)
H (-3.99, -5.16, 0.68)
H (-2.78, -4.84, 1.88)
H (-2.33, -4.87, 0.10)
H (-1.71, -2.50, 1.76)
C (0.72, 6.37, 5.57)
C (0.33, 6.60, 4.11)
C (1.47, 6.19, 3.10)
C (1.62, 4.68, 2.83)
C (0.25, 4.07, 2.47)
C (-0.93, 4.45, 3.46)
N (-0.91, 5.90, 3.78)
O (-1.98, 6.43, 4.47)
C (-2.20, 4.10, 2.67)
C (-0.87, 3.69, 4.77)
C (0.12, 8.12, 3.85)
H (1.15, 5.38, 5.73)
H (-0.11, 6.46, 6.27)
H (1.45, 7.12, 5.88)
H (1.63, 6.71, 2.16)
H (2.35, 6.38, 3.70)
H (1.95, 4.11, 3.69)
H (2.34, 4.48, 2.04)
H (0.29, 2.98, 2.43)
H (-0.01, 4.39, 1.46)
H (-2.33, 4.60, 1.71)
H (-2.22, 3.02, 2.47)
H (-3.03, 4.37, 3.32)
H (0.13, 3.69, 5.21)
H (-1.60, 4.02, 5.52)
H (-1.00, 2.62, 4.62)
H (-0.51, 8.66, 4.55)
H (-0.41, 8.28, 2.91)
H (1.13, 8.53, 3.87)
H (-2.60, 6.63, 3.76)
C (-2.12, 2.93, -2.41)
C (-0.80, 3.46, -2.79)
C (-0.51, 4.65, -1.73)
C (0.94, 5.17, -1.67)
C (1.85, 3.95, -1.29)
C (1.74, 2.75, -2.29)
N (0.33, 2.41, -2.60)
O (0.11, 1.27, -3.37)
C (2.52, 3.12, -3.60)
C (2.59, 1.69, -1.56)
C (-0.94, 3.91, -4.28)
H (-2.18, 2.61, -1.37)
H (-2.99, 3.56, -2.60)
H (-2.44, 2.04, -2.94)
H (-1.10, 5.51, -2.06)
H (-0.83, 4.41, -0.71)
H (1.21, 5.59, -2.64)
H (1.02, 5.96, -0.93)
H (1.52, 3.56, -0.32)
H (2.88, 4.30, -1.28)
H (3.59, 3.10, -3.40)
H (2.14, 4.02, -4.08)
H (2.31, 2.44, -4.42)
H (2.10, 1.30, -0.67)
H (3.62, 2.01, -1.43)
H (2.67, 0.80, -2.19)
H (-1.71, 4.68, -4.33)
H (-0.03, 4.45, -4.52)
H (-1.05, 3.08, -4.98)
H (0.40, 1.56, -4.24)
C (-2.08, -0.97, 4.11)
C (-0.81, -1.79, 4.45)
C (-1.42, -3.05, 5.22)
C (-0.39, -4.19, 5.47)
C (0.15, -4.66, 4.18)
C (0.80, -3.49, 3.31)
N (-0.09, -2.31, 3.26)
O (0.29, -1.25, 2.30)
C (2.19, -3.20, 3.82)
C (1.01, -4.07, 1.87)
C (0.14, -1.09, 5.50)
H (-2.73, -1.51, 3.42)
H (-1.96, 0.01, 3.64)
H (-2.60, -0.63, 5.01)
H (-1.72, -2.74, 6.23)
H (-2.20, -3.62, 4.71)
H (-0.87, -4.94, 6.09)
H (0.48, -3.87, 6.05)
H (-0.67, -5.15, 3.64)
H (1.02, -5.28, 4.41)
H (2.18, -2.68, 4.78)
H (2.83, -4.08, 3.78)
H (2.72, -2.48, 3.19)
H (0.07, -4.49, 1.50)
H (1.40, -3.29, 1.22)
H (1.77, -4.86, 1.84)
H (0.76, -1.72, 6.14)
H (-0.36, -0.40, 6.17)
H (0.89, -0.51, 4.97)
H (0.98, -0.74, 2.72)

Output
Orbital gap ... 7.9926 eV

Entry 7:
ORCA calculation (ωB97M-V/def2-TZVPD) on one molecule with the formula BH3O.

Atoms and positions in Å:
B (-0.30, 0.29, -0.03)
O (0.98, -0.10, 0.09)
H (-1.20, -0.38, -0.39)
H (-0.54, 1.38, 0.13)
H (1.06, -1.19, 0.20)

Output
Energy relative to the best compared isomer or geometry (same formula, charge and spin) ... 1.2 kcal/mol
Multiplicity ... 3
Orbital gap (alpha / beta) ... 5.6329 / 8.5992 eV

Entry 8:
ORCA calculation (ωB97M-V/def2-TZVPD) on a 13-piece molecular cluster, C4H31NO15 overall.

Atoms and positions in Å:
O (2.13, -0.70, -2.58)
C (1.44, -1.70, -2.57)
C (1.16, -2.35, -1.19)
C (0.00, -1.39, -0.75)
C (-0.54, -1.45, 0.66)
O (-0.03, -2.44, 1.37)
O (-1.36, -0.63, 1.06)
N (2.27, -2.20, -0.27)
H (1.30, -2.21, -3.51)
H (0.77, -3.37, -1.28)
H (-0.87, -1.79, -1.30)
H (0.00, -0.38, -1.14)
H (-0.28, -2.33, 2.34)
H (3.02, -2.85, -0.51)
H (1.94, -2.45, 0.65)
H (-1.49, 1.80, 0.55)
H (-1.14, 3.24, 0.00)
O (-1.80, 2.51, -0.04)
H (-1.59, -1.42, -3.53)
H (-0.63, -1.63, -4.72)
O (-0.87, -2.03, -3.86)
H (-1.70, 0.12, 2.84)
H (-0.53, 0.88, 3.29)
O (-1.22, 0.25, 3.68)
H (-5.13, 0.38, -1.15)
H (-4.27, 1.54, -1.67)
O (-4.74, 0.77, -1.96)
H (0.94, 4.00, 0.25)
H (0.03, 5.27, 0.58)
O (0.04, 4.31, 0.49)
H (-3.57, -0.01, -2.91)
H (-2.19, 0.57, -3.04)
O (-2.76, -0.12, -3.47)
H (-0.42, -1.24, 3.88)
H (-0.85, -2.58, 4.49)
O (-0.16, -2.22, 3.88)
H (1.86, -3.32, 2.96)
H (2.89, -2.27, 2.59)
O (2.65, -3.17, 2.44)
H (2.16, 2.21, 0.31)
H (2.78, 2.74, -0.95)
O (1.98, 2.81, -0.44)
H (-1.31, 2.01, -1.73)
H (0.02, 1.83, -2.54)
O (-0.92, 1.73, -2.57)
H (0.30, 3.03, 2.17)
H (1.16, 1.73, 1.94)
O (0.48, 2.15, 2.52)
H (3.12, 0.81, 2.39)
H (3.19, 0.53, 0.81)
O (2.75, 1.02, 1.53)

Output
Energy relative to the best compared isomer or geometry (same formula, charge and spin) ... 49.3 kcal/mol
Orbital gap ... 8.9834 eV

Entry 9:
ORCA calculation (ωB97M-V/def2-TZVPD) on an isolated ion of composition C6H12Cl2N and charge +1.

Atoms and positions in Å:
C (1.61, 1.33, 0.40)
C (0.15, 1.23, 0.52)
N (-0.43, 0.21, -0.34)
C (0.43, -1.08, -0.35)
C (0.44, -1.99, 0.90)
C (-1.17, 0.53, -1.64)
C (-1.90, 0.07, -0.43)
Cl (-2.92, 1.26, 0.50)
Cl (-2.60, -1.65, -0.40)
H (2.13, 1.18, -0.46)
H (2.02, 2.28, 0.94)
H (2.09, 0.56, 0.99)
H (-0.24, 2.25, 0.09)
H (-0.11, 1.25, 1.60)
H (-0.04, -1.63, -1.12)
H (1.51, -0.87, -0.53)
H (0.62, -2.93, 0.61)
H (1.18, -1.63, 1.62)
H (-0.50, -1.99, 1.47)
H (-1.04, 0.07, -2.58)
H (-1.23, 1.57, -1.79)

Output
Charge ... +1
Energy relative to the best compared isomer or geometry (same formula, charge and spin) ... 0.0 kcal/mol
SMILES ... CC[N+]1(CC)CC1(Cl)Cl
Orbital gap ... 12.0643 eV

Entry 10:
ORCA calculation (ωB97M-V/def2-TZVPD) on a 2-piece molecular cluster, C9H10N3O2S overall.

Atoms and positions in Å:
C (-0.91, 1.14, -0.80)
C (-0.80, -2.61, -0.42)
C (0.35, -2.68, 0.33)
C (-1.30, -1.36, -0.77)
C (1.13, -1.54, 0.65)
C (-0.50, -0.23, -0.49)
C (0.75, -0.32, 0.27)
C (1.99, 1.07, 2.00)
C (1.40, 2.54, -1.69)
N (-4.44, -1.67, -0.15)
N (-4.20, -0.69, 0.34)
N (1.27, 0.89, 0.73)
O (-3.88, 0.31, 0.86)
O (-1.79, 1.66, -1.37)
S (0.64, 2.23, -0.06)
H (-1.51, -3.46, -0.71)
H (0.79, -3.60, 0.51)
H (-2.11, -1.23, -1.46)
H (2.18, -1.68, 1.06)
H (1.70, 0.12, 2.57)
H (3.13, 1.24, 1.87)
H (1.72, 1.88, 2.59)
H (1.11, 3.56, -1.85)
H (2.40, 2.44, -1.58)
H (0.88, 1.99, -2.43)

Output
Charge ... +1
Energy relative to the best compared isomer or geometry (same formula, charge and spin) ... 0.0 kcal/mol
Orbital gap ... 8.3135 eV